Record 1
Computed, not measured: C25H45AlBr3ClF8O9 as an isolated structure in a non-equilibrium geometry, with ωB97M-V/def2-TZVPD.

* lowest unoccupied orbital energy: -5.3 eV
* spin multiplicity: 1
* gap between HOMO and LUMO: 1.129 eV
* highest occupied orbital energy: -6.477 eV
* electronic energy: -296058.691 eV

Element x y z (Å)
C 3.777 0.020 1.111
C 2.942 1.310 1.191
C 2.072 1.505 -0.085
C 0.714 0.986 0.244
C 0.298 -0.262 -0.043
C -1.030 -0.671 0.382
O -1.568 -1.684 -0.126
C -1.691 0.118 1.434
C -1.294 1.350 1.749
C -0.168 1.954 0.985
O 0.033 3.144 0.980
H 4.784 0.252 0.772
H 3.304 -0.723 0.474
H 3.867 -0.390 2.116
H 2.258 1.182 2.035
H 3.540 2.194 1.399
H 2.510 0.979 -0.929
H 2.008 2.552 -0.373
H 0.966 -0.926 -0.566
H -2.516 -0.326 1.982
H -1.773 1.929 2.526
C -3.714 0.737 5.918
O -4.155 0.163 4.697
C -4.841 -1.070 4.868
C -6.342 -0.897 4.795
O -6.836 -0.137 5.885
C -7.103 1.214 5.554
H -3.441 1.773 5.721
H -4.499 0.719 6.677
H -2.834 0.204 6.293
H -4.560 -1.553 5.808
H -4.525 -1.723 4.048
H -6.810 -1.884 4.851
H -6.631 -0.440 3.843
H -8.031 1.288 4.977
H -6.285 1.662 4.984
H -7.225 1.766 6.485
Al -2.025 -3.562 0.875
C 4.467 4.128 -0.744
C 4.013 5.097 0.331
O 5.115 5.603 1.080
H 5.011 3.292 -0.301
H 3.619 3.736 -1.303
H 5.148 4.617 -1.445
H 3.349 4.602 1.041
H 3.470 5.936 -0.117
H 5.702 6.056 0.467
C -0.485 -2.310 -3.099
C 0.937 -2.022 -3.598
C 1.103 -0.978 -4.701
F 0.440 -1.312 -5.819
F 2.426 -0.951 -4.997
F 1.524 -3.186 -3.948
F 1.637 -1.543 -2.523
O -1.187 -3.429 -3.621
C -1.882 -3.359 -4.808
C -1.268 -4.240 -5.904
F 0.028 -3.942 -6.104
F -1.932 -4.031 -7.061
F -2.030 -2.082 -5.204
F -3.121 -3.837 -4.560
H -0.361 -2.561 -2.050
H -1.102 -1.410 -3.114
H 0.757 0.035 -4.365
H -1.346 -5.293 -5.624
C 5.634 0.455 -3.633
O 4.915 0.558 -2.405
H 6.661 0.766 -3.458
H 5.628 -0.578 -3.989
H 5.186 1.109 -4.386
H 4.011 0.281 -2.585
C -0.807 -7.025 5.049
C -1.454 -5.805 4.434
O -1.467 -4.679 5.338
H -1.337 -7.325 5.955
H -0.810 -7.900 4.300
H 0.231 -6.803 5.337
H -2.479 -6.011 4.161
H -0.901 -5.529 3.525
H -0.555 -4.490 5.580
O 1.260 1.867 -3.018
H 0.986 2.768 -2.774
Br 1.474 1.525 -5.742
Br 3.142 5.324 -3.640
C 1.669 5.384 -4.907
C 0.473 6.117 -4.360
Br -0.515 5.046 -3.069
H 1.452 4.354 -5.172
H 2.059 5.908 -5.778
H -0.234 6.324 -5.160
H 0.731 7.043 -3.857
Cl -2.159 -8.055 2.807

Record 2
Computed, not measured: C46H58Ge2N4O5S3V as an isolated structure in a non-equilibrium geometry, with ωB97M-V/def2-TZVPD.

* lowest unoccupied orbital energy (alpha / beta): 0.2 / -1.3 eV
* spin multiplicity: 4
* gap between HOMO and LUMO (alpha / beta): 7.676 / 5.992 eV
* highest occupied orbital energy (alpha / beta): -7.525 / -7.325 eV
* electronic energy: -236068.896 eV

Element x y z (Å)
V -0.495 -0.018 -0.164
C 0.187 5.116 0.228
C -0.511 3.788 -0.029
Ge 0.705 2.237 0.045
C 1.693 2.430 1.751
C 2.976 3.237 1.578
C 1.928 2.446 -1.461
C 2.021 1.584 -2.477
Ge 0.928 -0.077 -2.323
C -0.315 -0.276 -3.854
C 0.280 -0.635 -5.210
C 1.919 -1.786 -2.133
C 3.157 -2.100 -2.964
C 2.883 1.897 -3.656
C 3.274 0.910 -4.546
C 4.084 1.185 -5.636
C 4.516 2.477 -5.870
C 4.118 3.487 -5.007
C 3.314 3.201 -3.922
H -0.500 5.950 0.086
H 1.025 5.274 -0.445
H 0.566 5.182 1.244
H -0.994 3.774 -1.007
H -1.299 3.628 0.712
H 1.941 1.458 2.167
H 0.996 2.911 2.443
H 3.656 2.731 0.903
H 3.493 3.357 2.529
H 2.789 4.228 1.180
H 2.540 3.342 -1.481
H -0.899 0.646 -3.916
H -1.012 -1.060 -3.539
H 0.885 0.171 -5.613
H -0.509 -0.842 -5.933
H 0.905 -1.523 -5.160
H 1.158 -2.557 -2.301
H 2.183 -1.835 -1.084
H 2.950 -2.149 -4.031
H 3.563 -3.073 -2.679
H 3.936 -1.361 -2.812
H 2.938 -0.101 -4.391
H 4.367 0.387 -6.305
H 5.145 2.700 -6.717
H 4.430 4.504 -5.186
H 2.999 4.009 -3.281
C -3.891 -1.933 -2.134
C -2.837 -2.657 -1.385
N -1.758 -2.119 -0.842
C -1.060 -3.148 -0.269
C -1.717 -4.336 -0.465
N -2.843 -3.999 -1.183
C -1.479 -5.758 -0.106
O -0.363 -6.027 0.574
O -2.283 -6.599 -0.442
C 0.146 -2.808 0.513
O 0.818 -3.697 1.129
O 0.375 -1.556 0.532
H -3.664 -0.869 -2.107
H -4.871 -2.101 -1.694
H -3.921 -2.261 -3.172
H -3.535 -4.674 -1.475
H 0.137 -5.189 0.818
C 6.035 -0.411 -0.749
N 5.358 -1.568 -0.237
C 5.916 -2.892 -0.384
C 4.852 -3.785 0.282
N 4.035 -2.816 0.981
C 4.305 -1.548 0.593
S 3.447 -0.202 1.075
H 6.197 -0.523 -1.822
H 7.002 -0.273 -0.258
H 5.410 0.464 -0.567
H 6.887 -2.961 0.119
H 6.063 -3.126 -1.441
H 5.298 -4.497 0.982
H 4.264 -4.345 -0.454
H 3.086 -3.035 1.317
O -1.088 0.226 2.022
S -0.237 -0.241 3.191
C -0.697 -1.954 3.619
C -2.158 -2.263 3.631
C -2.821 -2.423 4.844
C -4.182 -2.674 4.881
C -4.898 -2.765 3.699
C -4.244 -2.615 2.487
C -2.884 -2.365 2.452
C -0.976 0.600 4.638
C -1.576 1.913 4.259
C -2.860 1.962 3.738
C -3.394 3.164 3.314
C -2.649 4.329 3.412
C -1.369 4.288 3.941
C -0.835 3.082 4.361
H -0.258 -2.100 4.606
H -0.137 -2.562 2.907
H -2.262 -2.376 5.769
H -4.679 -2.801 5.830
H -5.960 -2.958 3.722
H -4.796 -2.677 1.561
H -2.388 -2.246 1.502
H -0.156 0.726 5.343
H -1.728 -0.070 5.050
H -3.434 1.052 3.658
H -4.387 3.190 2.892
H -3.065 5.266 3.075
H -0.783 5.192 4.017
H 0.164 3.049 4.772
S -2.082 1.127 -1.311
C -3.660 1.388 -0.546
C -3.962 1.026 0.758
C -5.228 1.254 1.269
C -6.208 1.851 0.493
C -5.906 2.228 -0.806
C -4.645 1.997 -1.321
H -3.196 0.584 1.381
H -5.447 0.964 2.287
H -7.194 2.025 0.897
H -6.654 2.705 -1.419
H -4.407 2.293 -2.332

Record 3
Computed, not measured: a 2-piece molecular cluster, C2H5ClN2O2 overall in a non-equilibrium geometry, with ωB97M-V/def2-TZVPD.

* lowest unoccupied orbital energy (alpha / beta): 0.6 / -3.1 eV
* spin multiplicity: 3
* gap between HOMO and LUMO (alpha / beta): 6.280 / 6.620 eV
* highest occupied orbital energy (alpha / beta): -5.704 / -9.674 eV
* electronic energy: -21742.819 eV

Element x y z (Å)
C -0.895 1.385 0.915
C 0.378 -1.852 -0.313
N -1.602 0.739 0.119
N 0.997 -0.817 -0.114
O 1.349 -0.389 0.993
O 1.488 -0.122 -1.245
Cl -2.445 1.539 -1.166
H -0.173 0.899 1.618
H 1.735 0.694 -0.767
H -0.813 2.464 0.794
H -0.088 -2.366 0.506
H 0.069 -2.174 -1.340

Record 4
Computed, not measured: a 3-piece molecular cluster, C19H29BClO2S2 overall in a non-equilibrium geometry, with ωB97M-V/def2-TZVPD.

* total charge: -1
* lowest unoccupied orbital energy: 1.4 eV
* spin multiplicity: 1
* gap between HOMO and LUMO: 5.681 eV
* highest occupied orbital energy: -4.316 eV
* electronic energy: -59134.111 eV

Element x y z (Å)
C 4.444 -0.919 1.420
C 4.952 -0.078 0.106
S 5.181 1.762 0.381
C 3.612 2.714 -0.150
B 2.372 2.003 0.677
C 1.160 3.035 1.112
C 0.382 2.293 2.393
C -1.191 1.927 2.014
C -1.285 0.936 0.679
S -3.085 0.969 0.139
O -3.957 0.384 1.283
O -3.370 0.177 -1.166
Cl -3.569 2.992 -0.314
H 5.360 -1.307 2.078
H 3.747 -0.328 2.151
H 3.826 -1.881 1.074
H 6.030 -0.511 -0.167
H 4.260 -0.350 -0.821
H 3.706 3.867 0.023
H 3.502 2.475 -1.309
H 1.931 1.074 0.094
H 2.851 1.613 1.704
H 0.422 3.317 0.242
H 1.559 4.071 1.542
H 0.901 1.239 2.606
H 0.444 2.931 3.376
H -1.730 2.964 1.850
H -1.649 1.383 2.945
H -0.587 1.279 -0.202
H -0.919 -0.159 0.970
C -8.522 1.986 -2.920
C -8.728 2.934 -3.922
C -7.664 3.714 -4.375
C -6.391 3.539 -3.831
C -6.184 2.588 -2.832
C -7.250 1.815 -2.373
H -9.352 1.381 -2.565
H -9.719 3.065 -4.350
H -7.826 4.457 -5.150
H -5.561 4.143 -4.187
H -5.192 2.451 -2.410
H -7.090 1.078 -1.591
C 4.247 -5.191 2.216
C 3.321 -6.233 2.235
C 3.251 -7.125 1.165
C 4.116 -6.980 0.080
C 5.045 -5.940 0.063
C 5.108 -5.043 1.129
H 4.298 -4.494 3.049
H 2.651 -6.349 3.084
H 2.525 -7.933 1.177
H 4.066 -7.678 -0.751
H 5.720 -5.829 -0.782
H 5.828 -4.229 1.112

Record 5
Computed, not measured: a 12-piece molecular cluster, C63H72O27 overall in a non-equilibrium geometry, with ωB97M-V/def2-TZVPD.

* lowest unoccupied orbital energy: 0.1 eV
* spin multiplicity: 1
* SMILES string: Oc1ccc(O)cc1.Oc1ccc(O)cc1.Oc1ccc(O)cc1.Oc1ccc(O)cc1.Oc1ccc(O)cc1.Oc1ccc(O)cc1.Oc1ccc(O)cc1.Oc1ccc(O)cc1.Oc1ccc(O)cc1.COC(=O)OC.COC(=O)OC.COC(=O)OC
* gap between HOMO and LUMO: 7.992 eV
* highest occupied orbital energy: -7.855 eV
* electronic energy: -121775.779 eV

Element x y z (Å)
O -4.385 -3.400 -7.311
C -3.286 -2.549 -7.269
C -2.973 -1.922 -6.067
C -2.143 -0.804 -6.002
C -1.487 -0.417 -7.155
O -0.604 0.610 -7.070
C -1.689 -1.084 -8.381
C -2.567 -2.129 -8.379
H -4.712 -3.647 -8.179
H -3.526 -2.232 -5.193
H -2.013 -0.231 -5.095
H -0.090 0.864 -7.839
H -1.216 -0.736 -9.287
H -2.871 -2.465 -9.360
O -3.519 -6.250 2.995
C -2.457 -5.439 2.846
C -1.599 -5.131 3.916
C -0.574 -4.208 3.798
C -0.329 -3.722 2.518
O 0.697 -2.823 2.405
C -1.193 -3.968 1.470
C -2.212 -4.970 1.604
H -3.626 -6.480 3.921
H -1.691 -5.652 4.857
H -0.027 -3.908 4.680
H 0.849 -2.739 1.461
H -0.975 -3.642 0.463
H -2.931 -5.222 0.838
O -2.808 -1.444 -2.210
C -3.024 -2.818 -2.120
C -4.194 -3.418 -2.431
C -4.349 -4.820 -2.364
C -3.315 -5.605 -1.978
O -3.446 -6.903 -2.016
C -2.086 -4.994 -1.690
C -1.935 -3.616 -1.801
H -1.885 -1.189 -2.142
H -4.993 -2.744 -2.701
H -5.264 -5.359 -2.560
H -2.790 -7.076 -1.337
H -1.276 -5.592 -1.300
H -1.049 -3.054 -1.547
O 1.665 2.513 -6.343
C 2.825 2.784 -5.666
C 3.049 2.067 -4.534
C 4.182 2.431 -3.737
C 4.834 3.634 -3.871
O 5.708 4.047 -2.845
C 4.491 4.447 -4.907
C 3.535 3.981 -5.850
H 1.477 3.326 -6.818
H 2.422 1.229 -4.270
H 4.506 1.848 -2.887
H 5.820 4.998 -2.925
H 4.862 5.444 -5.091
H 3.255 4.504 -6.752
O -2.997 6.032 -3.316
C -2.419 4.866 -3.553
C -2.237 3.903 -2.579
C -1.608 2.744 -2.929
C -1.088 2.586 -4.166
O -0.468 1.447 -4.408
C -1.175 3.574 -5.215
C -1.866 4.732 -4.840
H -3.370 6.543 -4.039
H -2.809 3.885 -1.664
H -1.551 1.938 -2.211
H -0.083 1.394 -5.286
H -0.832 3.380 -6.221
H -2.008 5.536 -5.547
O 0.666 0.993 8.232
C 1.045 -0.011 7.355
C 2.120 -0.815 7.688
C 2.604 -1.654 6.700
C 1.899 -1.862 5.497
O 2.453 -2.715 4.503
C 0.724 -1.108 5.248
C 0.328 -0.183 6.200
H -0.191 0.878 8.649
H 2.691 -0.634 8.587
H 3.486 -2.276 6.746
H 1.814 -2.770 3.788
H 0.136 -1.174 4.345
H -0.421 0.577 6.035
O 1.719 1.176 2.363
C 1.228 0.812 1.127
C 1.945 1.095 -0.008
C 1.418 0.790 -1.263
C 0.251 0.091 -1.274
O -0.212 -0.336 -2.477
C -0.517 -0.252 -0.152
C 0.071 0.062 1.084
H 2.552 1.637 2.243
H 2.905 1.590 -0.006
H 1.987 1.099 -2.127
H -0.065 0.262 -3.213
H -1.360 -0.895 -0.358
H -0.372 -0.213 2.030
O 1.563 -2.872 -0.533
C 2.027 -3.901 -1.246
C 1.390 -5.124 -0.992
C 1.777 -6.242 -1.689
C 2.866 -6.216 -2.535
O 3.426 -7.259 -3.172
C 3.513 -4.956 -2.699
C 3.031 -3.771 -2.117
H 1.945 -2.073 -0.902
H 0.524 -5.115 -0.347
H 1.311 -7.191 -1.470
H 3.849 -7.923 -2.623
H 4.379 -4.788 -3.322
H 3.554 -2.835 -2.246
O 6.265 -0.663 5.683
C 5.812 0.202 4.826
C 5.947 -0.019 3.432
C 5.313 0.872 2.546
C 4.775 2.044 3.025
O 4.057 2.730 2.069
C 4.751 2.344 4.413
C 5.221 1.396 5.294
H 7.001 -1.194 5.371
H 6.423 -0.951 3.165
H 5.325 0.646 1.490
H 4.071 3.640 2.376
H 4.321 3.241 4.835
H 5.022 1.527 6.347
C 0.463 2.900 4.463
O -0.865 3.226 4.516
C -1.354 4.417 4.130
O -0.683 5.385 3.832
O -2.651 4.344 4.202
C -3.401 5.347 3.702
H 1.107 3.389 5.194
H 1.081 3.049 3.578
H 0.530 1.817 4.562
H -3.103 6.373 3.918
H -4.462 5.324 3.954
H -3.350 5.146 2.632
C -3.149 -2.828 6.467
O -2.735 -1.916 5.431
C -3.505 -1.551 4.493
O -4.738 -1.382 4.491
O -2.788 -1.423 3.358
C -3.299 -0.636 2.338
H -4.158 -2.572 6.791
H -2.487 -2.686 7.321
H -3.154 -3.807 5.989
H -2.466 -0.397 1.677
H -3.700 0.326 2.658
H -4.016 -1.268 1.814
C -0.402 4.048 0.537
O -0.252 5.400 0.059
C -1.353 6.203 -0.024
O -2.469 5.908 0.427
O -1.079 7.242 -0.704
C -2.169 8.029 -1.163
H 0.376 3.349 0.229
H -1.349 3.514 0.460
H -0.258 4.155 1.612
H -2.303 8.927 -0.560
H -3.146 7.609 -1.403
H -1.632 8.443 -2.017

Record 6
Computed, not measured: a 6-piece molecular cluster, C4H23N2O5 overall in a non-equilibrium geometry, with ωB97M-V/def2-TZVPD.

* total charge: +1
* lowest unoccupied orbital energy: -2.3 eV
* spin multiplicity: 1
* gap between HOMO and LUMO: 10.510 eV
* highest occupied orbital energy: -12.850 eV
* electronic energy: -17734.067 eV

Element x y z (Å)
C 0.790 -1.310 -1.752
C 0.854 -0.139 -0.748
C 2.076 0.738 -0.920
C 2.336 1.779 0.220
N 1.197 1.922 1.181
N -0.353 0.743 -0.867
H 1.808 -1.584 -2.022
H 0.304 -2.173 -1.291
H 0.222 -1.010 -2.614
H 0.754 -0.572 0.242
H 3.010 0.172 -0.933
H 1.986 1.278 -1.857
H 2.532 2.761 -0.212
H 3.210 1.541 0.801
H 1.208 2.774 1.738
H 0.333 1.874 0.576
H 1.140 1.108 1.799
H -0.526 1.043 -1.818
H -1.136 0.202 -0.514
H 0.121 1.772 -4.150
H -1.249 1.155 -4.493
O -0.528 1.119 -3.855
H -0.882 0.295 2.626
H 0.126 -0.606 3.249
O -0.031 0.352 3.082
H -4.540 -1.148 -0.807
H -3.386 -2.113 -1.072
O -3.625 -1.324 -0.558
H -2.820 -0.965 1.043
H -2.768 -0.999 2.691
O -2.296 -1.082 1.858
H -0.379 -2.550 2.461
H 0.115 -2.689 3.892
O 0.395 -2.366 3.025

Record 7
Computed, not measured: a 2-piece molecular cluster, C4H11N2O overall in a non-equilibrium geometry, with ωB97M-V/def2-TZVPD.

* total charge: -1
* lowest unoccupied orbital energy: 4.2 eV
* spin multiplicity: 1
* gap between HOMO and LUMO: 7.253 eV
* highest occupied orbital energy: -3.053 eV
* electronic energy: -9352.907 eV

Element x y z (Å)
N -1.575 -0.800 -1.628
C -0.348 -1.380 -1.014
C -0.193 -2.025 1.481
C -0.152 -1.133 0.466
H -1.502 0.204 -1.332
H -2.332 -1.197 -1.089
H 0.470 -0.857 -1.539
H -0.291 -2.448 -1.239
H -0.148 -1.670 2.520
H -0.113 -3.104 1.319
H -0.112 -0.058 0.671
N 1.387 1.592 0.820
C 0.413 2.331 -0.025
O -0.342 1.404 -0.647
H 1.891 0.955 0.130
H 2.115 2.195 1.178
H -0.133 3.008 0.676
H 0.964 2.983 -0.747

Record 8
Computed, not measured: a 2-piece molecular cluster, C2H4O2 overall in a non-equilibrium geometry, with ωB97M-V/def2-TZVPD.

* lowest unoccupied orbital energy: 0.7 eV
* spin multiplicity: 1
* SMILES string: C=O.C=O
* gap between HOMO and LUMO: 10.904 eV
* highest occupied orbital energy: -10.170 eV
* electronic energy: -6231.799 eV

Element x y z (Å)
C -14.691 3.007 -4.717
O -14.075 2.426 -3.821
H -15.496 3.753 -4.515
H -14.622 2.609 -5.757
C -10.908 -0.412 -5.709
O -11.842 -0.269 -6.456
H -9.992 -0.964 -6.026
H -10.910 0.010 -4.676